Here is a cluster of 3 separate species, H6O3 in total from the Open Molecules 2025 dataset. Energies are from wB97M-V/def2-TZVPD.

XYZ file:
```
9
Properties=species:S:1:pos:R:3:forces:R:3:lowdin_charge:R:1
O 0.258360 -1.699744 2.110073 0.234 0.010 0.052 -0.0532
H -0.200391 -1.604416 1.275394 -0.106 0.052 -0.309 0.0186
H -0.434485 -1.879677 2.745538 -0.139 -0.036 0.194 0.0288
O -1.178282 -0.442290 -1.621254 0.103 -0.040 0.289 -0.0532
H -0.833919 0.198394 -2.243477 0.115 0.198 -0.150 0.0304
H -1.842313 -0.923450 -2.114987 -0.185 -0.149 -0.087 0.0308
O 1.321169 2.489207 0.027767 -0.064 0.251 -0.051 -0.0509
H 0.733722 1.733468 0.028017 -0.198 -0.219 0.083 0.0189
H 2.176138 2.128509 -0.207072 0.239 -0.067 -0.020 0.0298
```
Positions in Å, forces in eV/Å.

The value obtained for the HOMO energy is -11.5 eV. Its SMILES is O.O.O. The value obtained for the LUMO energy is 0.019 Ha. The calculation puts the energy above the lowest of the compared OMol25 structures with the same formula, charge and spin at 0.554 eV. The molar mass comes out at 54.05 g mol⁻¹.

=====

Here is the molecule C3H3N3O2 in a non-equilibrium geometry from the Open Molecules 2025 dataset. Energies are from wB97M-V/def2-TZVPD.

XYZ file:
```
11
Properties=species:S:1:pos:R:3:forces:R:3:lowdin_charge:R:1
H 0.644544 -1.987476 -1.673983 0.905 -0.980 0.220 0.0449
N 0.233978 -1.087648 -1.606691 -1.133 1.419 3.118 0.1920
C 0.181610 -0.626042 -0.389209 0.492 0.705 -1.999 -0.2130
C 0.870462 -0.796227 1.027978 -1.140 0.864 -0.933 -0.3661
O 1.378096 -1.812364 1.356293 0.596 -0.240 0.731 0.1408
N 0.645930 0.445901 1.757464 0.708 -1.245 -0.878 0.1266
C -0.063257 1.196060 0.969220 -0.321 -1.249 1.403 -0.1131
N -0.481216 0.602168 -0.169481 -0.174 -0.284 -2.021 -0.1174
O -1.031822 1.236747 -1.293952 -0.298 -0.139 1.273 0.0397
H -0.500632 2.074877 1.403342 -0.018 0.740 -0.639 0.1393
H -1.877694 0.754003 -1.380981 0.383 0.410 -0.276 0.1263
```
Positions in Å, forces in eV/Å.

The value obtained for the HOMO energy is -9.9 eV. Its SMILES is [H]/N=C1\C(=O)N=CN1O. The value obtained for the LUMO energy is -0.033 Ha. The calculation puts the energy above the lowest of the compared OMol25 structures with the same formula, charge and spin at 3.920 eV. The molar mass comes out at 113.08 g mol⁻¹.

=====

Here is a cluster of 13 separate species, C22H71NO13 in total in a non-equilibrium geometry from the Open Molecules 2025 dataset. Energies are from wB97M-V/def2-TZVPD.

XYZ file:
```
107
Properties=species:S:1:pos:R:3:forces:R:3:lowdin_charge:R:1
C -2.842362 -1.225444 -2.819090 0.209 0.029 -0.300 -0.1595
O -3.910636 -1.201187 -3.756729 -0.078 -0.056 0.243 -0.0985
H -1.983927 -0.670168 -3.213397 0.068 -0.142 0.045 0.0671
H -3.138164 -0.738466 -1.890162 -0.319 -0.059 -0.246 0.0492
H -2.542115 -2.252856 -2.590251 0.115 0.158 0.018 0.0668
H -3.773904 -1.937306 -4.357851 -0.058 0.082 -0.102 0.0733
C 2.040756 3.289248 2.112225 0.423 0.525 0.549 -0.1195
O 0.997860 3.256891 3.095299 0.283 0.128 -0.123 -0.1331
H 2.692670 4.161470 2.250942 -0.203 0.063 0.084 0.0839
H 2.687355 2.419036 2.245159 -0.238 -0.191 -0.602 0.0797
H 1.584438 3.411971 1.133798 0.023 -0.517 -0.032 0.0764
H 1.427468 3.376149 3.947301 -0.265 -0.043 0.095 0.0922
C 0.706634 -2.321772 -3.994552 -0.576 -0.013 -0.228 -0.1581
O 1.205713 -3.256254 -4.950602 0.306 0.495 0.176 -0.1141
H 0.409419 -1.373469 -4.457542 0.157 -0.005 -0.104 0.0588
H -0.220548 -2.751256 -3.614137 0.179 -0.061 0.304 0.0672
H 1.414699 -2.101720 -3.192492 -0.018 -0.170 0.055 0.0662
H 2.041843 -2.885943 -5.256357 -0.047 -0.242 -0.112 0.0739
C -2.697759 -2.906401 0.051203 -0.012 -0.263 -0.328 -0.1425
O -1.503835 -3.443435 -0.524839 0.089 0.022 0.140 -0.1488
H -2.522592 -1.843660 0.199037 -0.036 -0.028 0.073 0.0543
H -3.530859 -3.029209 -0.642906 -0.113 0.096 0.170 0.0876
H -2.938994 -3.385791 1.004879 -0.003 0.026 -0.005 0.0807
H -1.670786 -4.336430 -0.841704 -0.040 0.029 0.033 0.0933
C -3.897966 0.714701 0.376323 -0.473 -0.095 -1.318 -0.1569
O -5.019056 1.066226 -0.449714 -0.375 -0.595 0.646 -0.1112
H -3.514299 1.627279 0.831823 -0.384 -1.020 0.885 0.0488
H -4.171477 -0.092098 1.047665 -0.379 0.173 0.301 0.0874
H -3.142958 0.330795 -0.318970 0.123 -0.002 0.710 0.0253
H -4.697594 1.657070 -1.136329 0.249 0.077 0.181 0.0579
C 2.952619 -2.558390 -0.649069 0.072 -0.241 0.615 -0.1869
O 3.322673 -1.431353 -1.406271 0.146 0.181 0.032 -0.1269
H 1.870490 -2.607732 -0.492155 -0.077 -0.120 -0.110 0.0613
H 3.305072 -3.474882 -1.123094 -0.154 0.158 -0.413 0.0807
H 3.415113 -2.581317 0.345287 -0.012 0.265 0.033 0.0691
H 3.030145 -0.635517 -0.924450 -0.109 -0.307 -0.309 0.0454
C -0.300456 -0.191710 -0.756159 -0.139 -0.018 0.036 -0.0419
C 0.489567 1.052839 -0.382218 0.248 -0.894 0.137 -0.2580
O 1.852111 0.699220 -0.105716 0.099 0.380 -0.090 -0.1286
H 0.066197 -0.630842 -1.685325 0.007 0.055 -0.024 0.0727
H -1.363204 0.033241 -0.853971 0.176 0.131 -0.150 0.0386
H -0.215987 -0.961687 0.016030 0.137 0.107 0.057 0.0638
H 0.074009 1.493590 0.528857 -0.185 0.311 -0.216 0.1092
H 0.522850 1.755402 -1.213280 -0.204 0.200 0.160 0.0898
H 1.834969 0.194199 0.731009 0.208 -0.105 0.089 0.0448
C 4.143861 4.914320 -2.359549 0.228 0.257 0.136 -0.0791
C 3.862784 3.820501 -1.358004 0.362 0.134 0.405 -0.3044
O 2.975513 2.879286 -1.940621 0.033 -0.038 0.264 -0.0879
H 4.916452 5.581090 -1.969480 -0.061 0.006 0.058 0.0759
H 3.258377 5.517903 -2.557770 -0.054 -0.097 -0.078 0.0797
H 4.526948 4.513137 -3.297271 -0.136 -0.128 -0.010 0.0817
H 3.460476 4.230630 -0.421618 -0.330 0.141 -0.212 0.1001
H 4.798724 3.352997 -1.025183 -0.002 -0.239 -0.395 0.1160
H 2.755536 2.208790 -1.280268 -0.015 -0.227 0.064 0.0604
C -2.293121 2.814767 -2.939830 1.183 -0.291 -0.059 -0.0606
C -2.044929 3.394891 -1.552145 -0.273 -0.088 -0.376 -0.2607
O -2.752454 2.523171 -0.660781 1.053 1.706 -0.706 -0.1637
H -1.915647 1.789881 -3.003296 -0.215 -0.114 0.288 0.0537
H -1.726458 3.308484 -3.732750 -0.289 0.444 0.122 0.0723
H -3.358365 2.797693 -3.154941 -0.057 0.126 -0.069 0.0803
H -2.391603 4.436228 -1.553742 -0.421 -0.125 0.341 0.1107
H -1.013952 3.470166 -1.195549 0.212 -0.289 -0.595 0.1013
H -2.318819 2.599747 0.201599 -0.040 0.258 0.041 0.0396
C -3.815539 4.079759 2.601586 0.071 -0.158 0.329 -0.0746
C -2.383352 3.917880 3.057487 0.281 0.422 0.441 -0.3151
O -1.642750 3.214825 2.072336 0.212 -0.181 -0.248 -0.1067
H -3.856564 4.697862 1.706197 -0.041 -0.157 -0.129 0.0807
H -4.409773 4.574205 3.371732 0.070 0.020 0.035 0.0766
H -4.262635 3.101621 2.422728 -0.056 0.075 -0.189 0.0706
H -2.280871 3.397261 4.019838 -0.379 -0.116 -0.110 0.1139
H -1.940183 4.908832 3.238734 -0.004 -0.046 -0.210 0.1128
H -0.737930 3.104152 2.414645 -0.189 0.077 -0.083 0.0414
C 1.965040 1.210435 -5.185741 0.441 -0.297 -0.073 -0.0790
C 0.918381 1.819773 -4.267418 -0.386 0.150 -1.292 -0.3397
O 1.167786 3.191976 -4.047758 -0.058 -0.025 0.643 -0.0889
H 2.954874 1.190487 -4.722952 -0.118 -0.347 0.213 0.0747
H 2.134323 1.757862 -6.115797 -0.490 0.377 0.145 0.0753
H 1.643129 0.215946 -5.506338 0.260 -0.141 0.243 0.0533
H 0.762632 1.246121 -3.346855 0.366 0.038 0.085 0.0928
H -0.036993 1.752926 -4.802911 -0.034 0.121 0.133 0.1045
H 1.779137 3.236906 -3.290799 -0.017 0.105 -0.213 0.0368
C 1.561972 -0.494281 4.458717 -0.091 0.380 0.033 -0.0789
C 2.543464 -0.811226 3.329753 -0.423 0.294 0.778 -0.2924
O 1.848249 -0.916254 2.100102 0.224 -0.019 0.209 -0.1358
H 2.048884 -0.320113 5.421754 0.130 -0.280 -0.064 0.0762
H 0.830104 -1.296508 4.561433 0.056 -0.070 0.106 0.0536
H 0.997749 0.418725 4.250784 0.043 -0.019 -0.230 0.0652
H 3.089893 -1.721847 3.604219 -0.034 -0.113 -0.364 0.1087
H 3.284919 -0.013346 3.258675 -0.029 -0.003 -0.254 0.1065
H 1.116392 -1.572828 2.217698 0.167 -0.134 -0.278 0.0402
C 1.300449 -4.918696 1.915883 -0.622 -0.944 0.408 -0.0375
C 0.083339 -4.316310 2.604944 0.655 0.558 -0.521 -0.4041
C 0.173417 -4.363558 4.124541 -1.045 0.385 0.138 -0.2117
O 0.241018 -5.688622 4.595562 0.456 0.126 0.489 -0.1820
C -1.012177 -6.316897 4.750892 0.397 -0.906 -1.245 -0.1019
N -0.107548 -2.916479 2.118424 -1.123 -0.674 0.271 0.0521
H 2.231411 -4.403373 2.139958 -0.030 0.194 -0.107 0.0820
H 1.119831 -5.018515 0.845130 0.211 0.335 -0.076 0.0780
H 1.366306 -5.946195 2.290556 0.307 0.090 -0.029 0.0820
H -0.798882 -4.889460 2.292643 0.077 -0.187 0.170 0.1256
H -0.727288 -3.876157 4.532215 -0.129 -0.064 -0.046 0.1233
H 0.975250 -3.759761 4.551954 0.494 -0.330 -0.305 0.1230
H -0.815541 -7.388733 4.837995 0.118 0.129 0.534 0.0917
H -1.531424 -6.292720 3.781995 -0.531 0.457 0.392 0.0828
H -1.596238 -5.961873 5.598853 -0.057 0.223 -0.090 0.0912
H -0.407199 -3.062765 1.145698 0.518 0.335 -0.002 0.0429
H -1.003593 -2.637718 2.534629 0.334 0.379 0.091 0.0931
```
Positions in Å, forces in eV/Å.

The value obtained for the HOMO energy is -9.5 eV. The value obtained for the LUMO energy is 0.008 Ha. The calculation puts the energy above the lowest of the compared OMol25 structures with the same formula, charge and spin at 0.856 eV. The molar mass comes out at 557.80 g mol⁻¹.

=====

Here is the molecule C5H6O in a non-equilibrium geometry from the Open Molecules 2025 dataset. Energies are from wB97M-V/def2-TZVPD.

XYZ file:
```
12
Properties=species:S:1:pos:R:3:forces:R:3:lowdin_charge:R:1
C 1.487851 -1.744730 -0.382266 0.017 0.248 0.118 0.0315
C 0.702004 -0.726285 -0.218183 -0.251 0.316 -0.051 -0.0657
C -0.221256 0.172352 0.028206 0.348 0.016 -0.386 -0.2772
C -0.078573 1.344649 0.938062 0.069 0.098 0.074 -0.0452
C -1.436518 0.104292 -0.799183 -0.295 0.184 -0.147 -0.2447
O -2.296450 0.955576 -0.778845 0.178 -0.329 -0.018 0.0530
H 1.171003 -2.509471 0.341503 0.974 -0.371 -0.630 0.0806
H 2.339496 -1.740669 -1.100500 -0.860 -0.411 0.816 0.0836
H 0.849225 1.288936 1.508225 -0.170 0.035 0.048 0.0833
H -0.071007 2.247005 0.323342 -0.032 0.066 0.167 0.0890
H -0.951363 1.393458 1.592014 0.162 0.113 0.068 0.0873
H -1.494417 -0.785116 -1.452376 -0.141 0.033 -0.058 0.1245
```
Positions in Å, forces in eV/Å.

The value obtained for the HOMO energy is -9.8 eV. Its SMILES is C=C=C(C)C=O. The value obtained for the LUMO energy is 0.021 Ha. The calculation puts the energy above the lowest of the compared OMol25 structures with the same formula, charge and spin at 1.626 eV. The molar mass comes out at 82.10 g mol⁻¹.